1.
This record from OMol25 describes a structure of composition C26H43F5P2Ru at a distorted geometry. The level of theory is ωB97M-V/def2-TZVPD.

Last column: Mulliken charge in e.
Atoms and positions in Å:
Ru  -0.26336  0.31478  1.16605  0.617
C  -0.51703  -2.35817  2.10590  0.524
C  0.86538  -2.58431  1.93742  0.685
C  0.65954  -0.58066  3.08685  0.627
C  -0.70606  -1.10161  2.80744  1.545
C  1.59236  -1.52813  2.53259  0.555
C  -1.61461  -3.30213  1.81191  -1.981
H  -1.41877  -3.88613  0.90628  0.404
H  -2.55120  -2.75063  1.67371  0.365
H  -1.76995  -4.00881  2.64084  0.359
C  -1.87173  -0.89217  3.69968  -1.791
H  -2.80038  -1.07303  3.15113  0.428
H  -1.88333  0.12021  4.09436  0.257
H  -1.84045  -1.59129  4.54944  0.351
C  1.00970  0.27473  4.24165  -1.443
H  1.11614  -0.33227  5.15585  0.305
H  0.24194  1.02359  4.41967  0.326
H  1.96412  0.78289  4.06916  0.353
C  3.05098  -1.49878  2.78338  -1.890
H  3.31005  -2.08204  3.68182  0.403
H  3.39531  -0.47175  2.95221  0.309
H  3.61274  -1.91974  1.94083  0.412
C  1.47138  -3.80927  1.35483  -1.831
H  1.66174  -4.56427  2.13446  0.370
H  2.43147  -3.58075  0.87166  0.405
H  0.80121  -4.26040  0.60959  0.345
C  -1.82441  0.89357  -3.45314  -0.234
C  -1.82869  -0.45634  -3.28427  -0.253
C  -1.09391  -1.35068  -4.23153  -1.253
C  0.38991  -0.97016  -4.46120  -1.131
C  1.10224  -0.27436  -3.33301  0.071
C  1.26725  1.06365  -3.32052  -1.216
C  0.46476  2.00951  -4.18247  -1.243
C  -1.02248  1.60991  -4.49768  -1.134
H  -1.59552  -1.35536  -5.21470  0.465
H  0.44909  -0.37451  -5.38552  0.363
H  -1.15520  -2.38547  -3.87077  0.331
H  -1.03664  1.07205  -5.45433  0.384
H  -2.54209  1.51305  -2.90209  0.628
H  -2.63210  -0.96109  -2.74263  0.852
H  -1.55525  2.55295  -4.69505  0.442
H  0.44810  2.99739  -3.69794  0.265
H  2.10110  1.51894  -2.77727  1.263
H  0.97334  2.16730  -5.14725  0.458
H  0.92952  -1.90120  -4.68892  0.366
H  1.72445  -0.91255  -2.69824  0.903
P  -1.43188  0.16633  -0.73001  1.459
P  1.65316  1.37304  0.45930  1.234
C  -0.58049  1.80415  -1.20459  1.889
C  0.69501  2.48288  -0.63870  -1.950
H  -1.37059  2.54764  -1.35662  0.867
H  -0.27198  1.45656  -2.18196  -2.751
H  1.37146  2.77671  -1.45759  1.007
H  0.41115  3.39561  -0.10015  0.451
C  2.61426  2.42681  1.53699  -1.332
H  3.04196  1.82229  2.34528  0.282
H  1.96097  3.18677  1.97837  0.364
H  3.41823  2.90772  0.96270  0.445
C  2.76748  0.23099  -0.37405  -1.361
H  3.00867  0.55730  -1.39081  0.626
H  2.30834  -0.76417  -0.42127  -0.035
H  3.68782  0.14691  0.21689  0.551
C  -3.22790  0.19923  -0.61255  -1.587
H  -3.52487  -0.63840  0.03503  0.336
H  -3.73523  0.09181  -1.57875  0.563
H  -3.54866  1.13972  -0.14813  0.484
C  -0.68507  -1.47762  -1.06934  -0.419
H  -0.00560  -1.76416  -0.25378  -0.621
H  -0.10485  -1.49619  -1.99038  -0.259
H  -1.48569  -2.22202  -1.13489  0.513
F  -1.62629  3.03184  0.90097  -0.284
C  -1.53943  2.03663  1.87685  0.174
F  -2.83728  1.57268  2.05541  -0.326
C  -1.19713  2.84437  3.17023  0.100
F  -1.84816  4.03530  3.17588  -0.286
F  -1.56310  2.19368  4.31277  -0.260
F  0.13502  3.13913  3.27674  -0.215

Values from the calculation:
- gap between HOMO and LUMO (alpha / beta) (eV) = 6.873 / 5.885
- multiplicity = 6
- HOMO level (alpha / beta) (eV) = -8.8 / -11.0
- total charge = +1
- energy relative to the best compared isomer or geometry (same formula, charge and spin) (eV) = 0.000
- E_tot (eV) = -62393.8309
- expectation value of S² = 8.78

2.
This record from OMol25 describes a structure of composition C26H44AlF9NO7S2 at a distorted geometry. The level of theory is ωB97M-V/def2-TZVPD.

Last column: Mulliken charge in e.
Atoms and positions in Å:
C  2.24573  -0.82727  0.78536  -1.076
C  0.96054  -0.32214  1.46966  0.274
C  -0.31043  -1.13067  1.18172  -0.593
C  -0.50842  -1.55977  -0.27618  -0.206
C  -1.95607  -1.96587  -0.59408  -0.266
C  -2.42147  -1.54232  -2.00027  -1.105
Al  -2.54650  0.48331  -2.22819  -0.524
C  -4.45984  1.10461  -1.91719  -0.825
C  -4.75738  1.52436  -0.47689  -0.369
C  -4.63698  3.00215  -0.18701  -0.928
S  -2.98916  3.62082  0.10501  -0.092
C  -2.49365  4.21834  -1.46470  0.331
S  -3.55009  4.66665  -2.63613  -0.356
N  -1.13093  4.41621  -1.51208  0.135
C  -0.61568  5.07044  -2.73048  -0.798
C  0.89749  5.02096  -2.76475  -0.677
O  1.40665  3.69135  -2.81941  -0.398
C  0.48438  2.74583  -2.26771  -0.104
C  -0.22245  3.32799  -1.06076  -0.256
H  2.65659  -0.08090  0.10088  0.173
H  3.02768  -1.03920  1.52407  0.348
H  2.07529  -1.74991  0.22809  0.317
H  1.12776  -0.33812  2.55363  -0.128
H  0.77322  0.72698  1.21515  0.147
H  -1.16883  -0.49529  1.43955  0.259
H  -0.37040  -2.00741  1.84073  0.247
H  -0.18072  -0.76248  -0.95183  -0.058
H  0.13639  -2.42720  -0.48141  0.362
H  -2.63307  -1.50501  0.14012  0.174
H  -2.04660  -3.05422  -0.45358  0.289
H  -1.78101  -1.99218  -2.77079  0.368
H  -3.43436  -1.94363  -2.15927  0.297
H  -1.63508  1.16146  -1.04816  0.047
H  -1.99563  0.95264  -3.69667  -0.423
H  -5.10468  0.24739  -2.16412  0.401
H  -4.74505  1.90631  -2.61687  0.367
H  -5.79637  1.27726  -0.20056  0.387
H  -4.11990  0.97023  0.22775  0.119
H  -5.12543  3.60835  -0.95563  0.516
H  -5.13710  3.22193  0.76653  0.384
H  -1.00481  4.57727  -3.62462  0.437
H  -0.93244  6.11478  -2.71463  0.478
H  1.22286  5.53441  -3.67658  0.366
H  1.32721  5.55854  -1.90780  0.271
H  1.03945  1.84708  -1.99010  0.151
H  -0.26499  2.44711  -3.01588  0.165
H  0.52848  3.74741  -0.37969  0.071
H  -0.77450  2.55331  -0.52366  0.306
C  4.28653  1.14860  -3.85576  -0.846
C  4.79980  -0.09455  -4.54180  -0.351
O  6.21219  -0.29531  -4.28500  -0.306
C  6.52524  -0.89044  -3.14913  0.344
O  5.79176  -1.30223  -2.30159  -0.509
C  8.06150  -1.04349  -3.06089  0.915
F  8.69022  0.07239  -3.42844  -0.251
F  8.46092  -2.03049  -3.87023  -0.263
F  8.42743  -1.34418  -1.82526  -0.241
H  4.87390  2.01974  -4.14709  0.298
H  3.24763  1.32478  -4.13245  0.324
H  4.33818  1.04852  -2.77245  0.233
H  4.73491  -0.00609  -5.62372  0.319
H  4.24945  -0.98271  -4.23415  0.339
C  -2.70526  -8.79863  1.70625  -1.082
C  -2.56008  -7.40295  2.27074  -0.265
O  -3.01083  -6.41161  1.32873  -0.269
C  -4.31462  -6.18763  1.29461  0.266
O  -5.15938  -6.71971  1.95445  -0.539
C  -4.61519  -5.06264  0.27857  0.989
F  -3.93936  -5.24976  -0.84919  -0.242
F  -4.26382  -3.89921  0.81155  -0.212
F  -5.91113  -5.03859  -0.00002  -0.268
H  -2.17653  -8.88065  0.75650  0.303
H  -2.28636  -9.52455  2.40307  0.368
H  -3.75334  -9.04472  1.53944  0.311
H  -1.51658  -7.15442  2.45009  0.315
H  -3.11029  -7.28679  3.20370  0.325
C  2.01606  4.52321  5.29952  -1.092
C  0.98787  3.47785  5.66814  -0.261
O  1.43206  2.15880  5.28890  -0.264
C  2.24562  1.54217  6.12595  0.303
O  2.65987  1.93771  7.17642  -0.539
C  2.58029  0.14416  5.55795  0.958
F  2.85526  0.22034  4.26329  -0.228
F  1.52909  -0.66214  5.72716  -0.269
F  3.61845  -0.37997  6.19217  -0.261
H  2.24695  4.46912  4.23558  0.301
H  1.62665  5.51645  5.52146  0.380
H  2.93879  4.37987  5.86105  0.317
H  0.06160  3.62135  5.11690  0.331
H  0.76494  3.48646  6.73443  0.318

Values from the calculation:
- gap between HOMO and LUMO (eV) = 6.978
- multiplicity = 1
- HOMO level (eV) = -4.8
- total charge = -1
- E_tot (eV) = -96224.7521

3.
This record from OMol25 describes a structure of composition C26H44AsFN4NaO10SSbTe at a distorted geometry. The level of theory is ωB97M-V/def2-TZVPD.

Last column: Mulliken charge in e.
Atoms and positions in Å:
Na  -0.49375  -0.33396  0.37772  1.015
C  -1.79870  -0.17011  -4.17468  -0.675
N  -1.12287  1.07369  -3.87336  0.363
C  -0.72273  1.87120  -5.00533  -1.242
C  -1.00187  1.43379  -2.55714  0.636
O  -1.58896  0.80982  -1.69640  -0.094
C  -0.07367  2.63288  -2.27427  -0.977
O  0.65766  2.56512  -1.09138  0.027
C  0.34384  3.42892  -0.01783  -0.743
C  -0.16813  2.63627  1.20201  -0.892
O  -0.82853  1.62403  0.93392  0.151
N  -0.70170  3.49478  2.18540  0.138
C  0.08636  4.63700  2.59674  -0.834
C  -1.27394  2.79900  3.32303  -0.884
H  -1.29630  -0.64894  -5.01963  0.467
H  -2.84988  -0.02127  -4.43466  0.359
H  -1.74066  -0.81900  -3.30231  -0.429
H  0.15143  1.44735  -5.51436  0.304
H  -0.49391  2.89342  -4.71749  0.452
H  -1.54564  1.91540  -5.72628  0.374
H  -0.68800  3.54418  -2.32116  0.245
H  0.66421  2.68978  -3.08130  0.446
H  -0.45335  4.13071  -0.29687  0.444
H  1.25206  3.98601  0.22055  0.254
H  0.37931  5.25064  1.74579  0.215
H  0.99314  4.34328  3.14122  0.211
H  -0.52555  5.25771  3.25439  0.409
H  -1.82345  1.92457  2.98561  0.161
H  -1.95187  3.47461  3.84950  0.352
H  -0.48773  2.46521  4.01503  0.244
Te  2.14157  1.57291  2.17155  -0.139
C  3.25096  3.25379  2.83322  0.117
C  3.63286  3.58776  4.11290  -0.424
C  4.41018  4.77444  4.19199  -0.331
C  4.62432  5.34888  2.97234  -0.671
S  3.87793  4.41595  1.73861  -0.093
H  3.34532  2.99521  4.96896  0.387
H  4.79157  5.18586  5.11760  0.342
H  5.17745  6.24776  2.75255  0.367
C  0.06101  -2.88508  2.44903  -0.837
C  1.33052  -2.40277  1.74942  0.158
O  2.32547  -3.16312  1.72842  -0.816
O  1.27332  -1.26914  1.20103  0.056
H  0.23443  -3.82461  2.97287  0.273
H  -0.75284  -3.01258  1.72944  -0.006
H  -0.30606  -2.12915  3.14288  0.294
C  -2.01992  -4.10332  -2.22191  -1.208
As  -0.35300  -3.35037  -1.62791  0.432
C  0.45168  -4.64562  -0.46211  -1.178
C  0.81938  -3.30201  -3.16143  -0.996
O  -0.64125  -1.84498  -1.06246  0.124
H  -1.92761  -5.16934  -2.43064  0.477
H  -2.36062  -3.57263  -3.11088  0.316
H  -2.73074  -3.91983  -1.41283  0.271
H  0.77530  -5.48232  -1.08429  0.472
H  -0.28560  -4.97710  0.26749  0.363
H  1.29875  -4.20820  0.07313  0.230
H  0.71282  -4.20906  -3.75703  0.507
H  1.84890  -3.20821  -2.81770  0.207
H  0.57073  -2.42050  -3.75148  0.091
C  3.28864  -0.33901  -3.67391  -1.451
Sb  2.64453  -0.08054  -1.59458  0.296
C  3.92938  1.64381  -1.50463  -1.026
C  4.06745  -1.50250  -0.85921  -1.330
H  4.37860  -0.37174  -3.71144  0.414
H  2.94682  0.51568  -4.25952  0.347
H  2.88753  -1.24689  -4.12526  0.327
H  4.95772  1.33511  -1.69705  0.504
H  3.85400  2.11480  -0.52762  0.060
H  3.61272  2.35283  -2.26948  0.304
H  5.06565  -1.06357  -0.88442  0.453
H  4.04914  -2.38916  -1.49645  0.385
H  3.78597  -1.79546  0.15074  0.311
F  -4.65323  -1.74696  -3.64800  -0.401
C  -5.17250  -1.11010  -2.57250  0.106
C  -4.38649  -0.68439  -1.56376  0.293
N  -4.88249  0.00026  -0.48731  0.208
C  -3.98296  0.15910  0.66177  -1.022
C  -3.47641  -1.22665  1.17093  0.732
O  -3.62550  -2.18860  0.38445  -0.705
O  -2.93504  -1.19069  2.28350  -0.754
C  -6.22508  0.21864  -0.34608  0.465
O  -6.75368  0.78057  0.59557  -0.705
N  -6.99990  -0.23820  -1.41104  -0.036
C  -6.60130  -0.91319  -2.55278  0.073
O  -7.40880  -1.25847  -3.40388  -0.720
H  -3.31181  -0.78577  -1.58706  0.741
H  -4.50576  0.69983  1.44350  0.383
H  -3.12664  0.75305  0.33890  0.240
H  -7.98852  -0.06732  -1.31453  0.222

Values from the calculation:
- gap between HOMO and LUMO (eV) = 5.157
- multiplicity = 1
- HOMO level (eV) = -1.6
- total charge = -2
- energy relative to the best compared isomer or geometry (same formula, charge and spin) (eV) = 2.794
- E_tot (eV) = -146752.9656

4.
This record from OMol25 describes a structure of composition C26H44BCa2F10N8O6S2 at a distorted geometry. The level of theory is ωB97M-V/def2-TZVPD.

Last column: Mulliken charge in e.
Atoms and positions in Å:
Ca  5.73792  18.67462  -17.07492  1.635
Ca  3.20787  18.71182  -12.53140  1.538
C  11.78675  23.48548  -10.79691  -1.295
C  10.54857  22.99076  -11.65537  -0.422
N  9.41207  23.86990  -11.81797  0.298
C  9.47431  25.09419  -12.47592  -0.279
C  8.23358  25.62535  -12.63015  -0.627
N  7.38847  24.81446  -11.91620  0.146
C  8.13345  23.73342  -11.39970  -0.221
C  5.95155  24.89304  -11.97137  -0.946
H  11.47348  23.50601  -9.75310  0.411
H  12.11339  24.50394  -11.00700  0.363
H  12.61946  22.78242  -10.77654  0.371
H  10.20412  22.04544  -11.23604  0.318
H  11.03385  22.85532  -12.62194  0.208
H  10.44288  25.52782  -12.67651  0.466
H  7.82273  26.55697  -12.99029  0.538
H  7.69290  22.91401  -10.85117  0.521
H  5.76319  25.79138  -11.38348  0.383
H  5.45322  23.96436  -11.69332  0.315
H  5.58442  25.17099  -12.95932  0.354
C  6.47233  8.62614  -15.65190  -1.005
C  5.20396  9.30957  -15.23480  -0.656
N  5.28737  10.76833  -15.09778  0.130
C  5.38896  11.62337  -16.13465  -0.672
C  5.60910  12.92758  -15.61391  -0.248
N  5.61695  12.81738  -14.26274  0.232
C  5.44389  11.47128  -13.99929  -0.047
C  5.96758  13.95880  -13.40761  -0.817
H  6.03883  7.66599  -15.93171  0.331
H  7.19380  8.28003  -14.91176  0.354
H  7.15947  9.13225  -16.32997  0.334
H  4.67720  8.78757  -14.43597  0.419
H  4.52155  9.08450  -16.05441  0.335
H  5.51250  11.17657  -17.11011  0.410
H  5.84379  13.89534  -16.03196  0.481
H  5.45487  10.97784  -13.03867  0.401
H  6.88564  14.33448  -13.85943  0.413
H  6.01588  13.47834  -12.43041  0.344
H  5.25367  14.78210  -13.43185  0.167
C  16.12697  19.07623  -11.71782  -1.053
C  16.27158  19.89849  -13.06675  -0.661
N  14.99940  20.32104  -13.61495  0.186
C  14.31733  21.43910  -13.29047  -0.396
C  13.04003  21.49707  -13.91188  -0.666
N  12.93058  20.38935  -14.76591  0.247
C  14.06324  19.63938  -14.49873  -0.267
C  11.84276  20.04208  -15.66066  -0.713
H  16.94510  18.39809  -11.47515  0.403
H  15.37565  18.28994  -11.64463  0.332
H  16.10210  19.76677  -10.87483  0.327
H  16.72881  19.18927  -13.75671  0.330
H  17.01289  20.67754  -13.24462  0.442
H  14.66999  22.24338  -12.66185  0.476
H  12.39352  22.35495  -14.02361  0.830
H  14.41918  18.73328  -14.96637  0.396
H  11.61371  20.87818  -16.32140  0.363
H  10.92638  19.93687  -15.07990  0.167
H  11.96853  19.08885  -16.17411  0.315
C  5.14008  18.77459  -7.20248  -1.189
C  5.58543  17.32516  -6.87278  -0.316
N  6.64060  16.81606  -7.82920  0.158
C  6.61179  16.96522  -9.17224  -0.584
C  7.63466  16.28670  -9.63197  -0.472
N  8.24820  15.63832  -8.60723  0.168
C  7.59391  15.91408  -7.44289  -0.201
C  9.46263  14.87383  -8.75780  -0.839
H  5.96281  19.48466  -7.11876  0.337
H  4.34972  19.01503  -6.49141  0.412
H  4.59325  18.96916  -8.12510  0.283
H  4.63468  16.86225  -7.13718  0.257
H  5.78409  17.04646  -5.83791  0.441
H  5.90456  17.53122  -9.76034  0.517
H  8.02506  15.96260  -10.58535  0.565
H  7.68396  15.36641  -6.51642  0.411
H  10.29643  15.21921  -8.14659  0.338
H  9.79467  14.80449  -9.79368  0.287
H  9.21458  13.84253  -8.50681  0.393
B  4.00351  16.72411  -15.63520  0.450
F  3.60681  17.66087  -16.58828  -0.471
F  3.29992  15.62880  -15.94814  -0.287
F  5.38911  16.42474  -15.65989  -0.381
F  3.65439  17.35528  -14.44492  -0.059
C  4.46854  22.75266  -15.20501  0.477
F  3.61123  23.73518  -14.70081  -0.194
F  4.70883  22.97951  -16.44390  -0.162
F  5.56452  22.80462  -14.39481  -0.177
S  3.71274  21.00414  -15.04065  0.861
O  3.78533  20.63313  -13.62454  -0.747
O  2.38750  21.09487  -15.62342  -0.544
O  4.56053  20.14837  -15.94019  -0.433
C  7.92873  19.85290  -12.82606  0.297
F  7.49629  20.05598  -11.52886  -0.211
F  7.70485  20.97536  -13.46765  -0.156
F  9.23964  19.58497  -12.83684  -0.179
S  6.73789  18.52282  -13.46725  0.850
O  6.67002  18.60438  -14.90791  -0.435
O  7.35536  17.21048  -13.15235  -0.442
O  5.46945  18.78907  -12.78342  -0.060

Values from the calculation:
- gap between HOMO and LUMO (eV) = 7.220
- multiplicity = 1
- HOMO level (eV) = -19.2
- total charge = +5
- E_tot (eV) = -138242.2487